Version one
The following is a quantum chemistry calculation of C22H30F4NO2Si2 as an isolated structure, from OMol25.

Computed properties:
- Highest occupied orbital energy: -10.6731 eV

Geometry as ORCA input:
```
! wB97M-V def2-TZVPD RIJCOSX def2/J DEFGRID3
* xyz 1 1
C -0.166 2.386 3.441
Si 0.465 0.846 2.593
C 1.689 1.331 1.261
C 1.168 -0.429 3.760
O -0.719 0.037 1.664
N -1.997 -0.363 2.043
O -2.354 0.372 3.236
Si -3.781 1.081 2.526
C -4.503 2.259 3.761
C -3.131 1.973 1.017
C -4.903 -0.351 2.129
C -1.926 -1.721 2.471
C -1.419 -2.571 1.362
C -2.230 -2.171 3.712
H 0.699 2.879 3.920
H -0.604 3.106 2.733
H -0.907 2.168 4.221
H 2.556 1.838 1.714
H 2.050 0.451 0.708
H 1.231 2.018 0.533
H 2.015 0.002 4.318
H 0.423 -0.770 4.492
H 1.544 -1.311 3.220
H -5.399 2.673 3.267
H -4.805 1.751 4.689
H -3.814 3.082 4.004
H -3.990 2.381 0.466
H -2.455 2.802 1.258
H -2.585 1.276 0.363
H -5.832 0.057 1.707
H -4.459 -1.029 1.386
H -5.173 -0.949 3.009
H -1.560 -3.630 1.606
H -1.965 -2.356 0.427
H -0.349 -2.380 1.194
H -2.201 -3.244 3.858
H -2.484 -1.491 4.522
F 4.054 -8.098 6.382
C 4.025 -6.739 6.147
C 4.139 -5.884 7.243
C 4.123 -4.516 6.966
F 4.192 -3.636 8.025
C 4.029 -4.008 5.681
C 3.924 -4.898 4.559
C 3.863 -4.297 3.279
C 3.936 -4.860 1.982
C 3.846 -3.945 0.878
C 3.875 -4.411 -0.419
F 3.798 -3.506 -1.458
C 3.978 -5.770 -0.741
C 4.088 -6.649 0.341
F 4.178 -7.998 0.064
C 4.114 -6.242 1.666
C 3.874 -6.299 4.836
H 4.225 -6.264 8.260
H 4.034 -2.934 5.503
H 3.811 -3.209 3.295
H 3.765 -2.875 1.086
H 3.981 -6.122 -1.768
H 4.279 -6.979 2.448
H 3.711 -7.023 4.045
*
```

natural (NBO) atomic charge list, values in e, 2 entries:
1 C -1.149
2 Si 1.890



Version two
The following is a quantum chemistry calculation of an isolated ion of composition C22H30F4NO2Si2 and charge +1, from OMol25.

Computed properties:
- Highest occupied orbital energy: -12.2192 eV
- Structure (SMILES): CC(CC(c1cc(F)cc(F)c1)c1cc(F)cc(F)c1)=[N+](O[Si](C)(C)C)O[Si](C)(C)C

Geometry as ORCA input:
```
! wB97M-V def2-TZVPD RIJCOSX def2/J DEFGRID3
* xyz 1 1
C 0.365 -2.129 3.635
Si -0.246 -1.998 1.879
C -0.594 -3.822 1.406
C -1.665 -0.847 1.729
O 0.956 -1.782 0.677
N 1.688 -0.556 0.637
O 1.479 0.105 1.896
Si 3.028 0.162 2.733
C 2.564 0.761 4.430
C 3.749 -1.596 2.772
C 4.153 1.320 1.848
C 1.306 0.132 -0.499
C 2.233 -0.300 -1.578
C 0.165 1.097 -0.642
H -0.360 -2.689 4.237
H 1.311 -2.658 3.786
H 0.391 -1.147 4.114
H -1.475 -4.230 1.943
H -0.777 -3.933 0.317
H 0.247 -4.504 1.661
H -2.284 -1.117 2.594
H -1.297 0.176 1.851
H -2.231 -1.001 0.805
H 3.436 0.746 5.090
H 2.343 1.837 4.409
H 1.816 0.179 4.988
H 4.854 -1.533 2.786
H 3.415 -2.206 3.627
H 3.448 -2.132 1.856
H 5.189 1.160 2.182
H 4.081 1.083 0.772
H 3.806 2.348 2.046
H 2.376 0.433 -2.353
H 3.188 -0.564 -1.087
H 1.844 -1.168 -2.100
H 0.504 1.880 -1.278
H 0.072 1.482 0.378
F -3.437 4.843 -3.521
C -3.348 3.954 -2.491
C -4.336 4.010 -1.511
C -4.208 3.083 -0.485
F -5.108 3.116 0.550
C -3.236 2.076 -0.460
C -2.238 2.075 -1.450
C -1.176 0.908 -1.390
C -1.218 0.161 -2.759
C -0.744 -1.149 -2.668
C -0.562 -1.946 -3.791
F 0.097 -3.139 -3.661
C -0.924 -1.538 -5.064
C -1.536 -0.290 -5.114
F -1.888 0.173 -6.351
C -1.776 0.543 -4.013
C -2.283 3.062 -2.441
H -5.134 4.756 -1.517
H -3.240 1.316 0.341
H -1.638 0.201 -0.676
H -0.452 -1.551 -1.698
H -0.814 -2.190 -5.943
H -2.318 1.472 -4.195
H -1.562 3.067 -3.242
*
```

natural (NBO) atomic charge list, values in e, 2 entries:
1 C -1.157
2 Si 1.865



Most stable of them? version one.



Version one
The following is a quantum chemistry calculation of one molecule with the formula C4H5NS, from OMol25.

Computed properties:
- Highest occupied orbital energy: -8.2976 eV
- Structure (SMILES): SC/C=C1C=N/1

Geometry as ORCA input:
```
! wB97M-V def2-TZVPD RIJCOSX def2/J DEFGRID3
* xyz 0 1
C 1.064 0.062 0.080
C -0.038 -0.587 0.008
C 2.293 -0.408 0.575
C -1.118 0.063 -0.786
N 2.212 0.840 0.117
S -2.467 0.431 0.431
H -0.206 -1.478 0.600
H 3.063 -0.917 1.158
H -1.688 -0.740 -1.531
H -0.757 0.975 -1.161
H -2.357 1.759 0.512
*
```

natural (NBO) atomic charge list, values in e, 2 entries:
1 C 0.091
2 C -0.332



Version two
The following is a quantum chemistry calculation of C4H5NS as an isolated structure, from OMol25.

Computed properties:
- Highest occupied orbital energy: -8.4888 eV

Geometry as ORCA input:
```
! wB97M-V def2-TZVPD RIJCOSX def2/J DEFGRID3
* xyz 0 1
C -2.283 -0.684 0.062
C -0.818 -0.239 -0.086
C 0.412 -0.482 -0.168
C 1.789 -0.071 -0.090
H -2.800 -0.010 0.823
H -2.290 -1.707 0.460
H -3.038 -0.538 -0.778
H 1.061 1.854 -0.597
H 2.963 1.776 0.251
N 2.067 1.359 0.112
S 2.937 -1.258 0.011
*
```

natural (NBO) atomic charge list, values in e, 2 entries:
1 C -0.696
2 C 0.082



Version three
The following is a quantum chemistry calculation of one molecule with the formula C4H5NS, from OMol25.

Computed properties:
- Highest occupied orbital energy: -8.4065 eV
- Structure (SMILES): C1=NS[C@@H]2C[C@H]12

Geometry as ORCA input:
```
! wB97M-V def2-TZVPD RIJCOSX def2/J DEFGRID3
* xyz 0 1
C 0.817 -0.616 0.651
C -0.119 -1.009 -0.387
C -0.679 1.340 -0.051
C 0.495 0.411 -0.366
H 1.799 -1.010 0.474
H 0.536 -0.388 1.652
H 0.185 -1.742 -1.127
H -0.600 2.421 0.058
H 1.232 0.626 -1.135
N -1.824 0.812 0.214
S -1.842 -0.844 0.016
*
```

natural (NBO) atomic charge list, values in e, 2 entries:
1 C -0.413
2 C -0.405



Most stable of them? version three.



Version one
The following is a quantum chemistry calculation of one molecule with the formula C4H5NS, from OMol25.

Computed properties:
- Highest occupied orbital energy: -8.5320 eV
- Structure (SMILES): C#CC(=S)NC

Geometry as ORCA input:
```
! wB97M-V def2-TZVPD RIJCOSX def2/J DEFGRID3
* xyz 0 1
C 1.049 1.381 -0.595
C -0.407 -0.469 -0.460
C -0.974 -1.346 0.533
C -1.310 -2.075 1.387
H 1.538 2.022 0.181
H 0.388 2.063 -1.167
H 1.805 0.884 -1.249
H 0.492 0.392 1.164
H -1.969 -2.690 2.033
N 0.354 0.409 0.158
S -0.965 -0.571 -1.985
*
```

natural (NBO) atomic charge list, values in e, 2 entries:
1 C -0.424
2 C 0.015



Version two
The following is a quantum chemistry calculation of one molecule with the formula C4H5NS, from OMol25.

Computed properties:
- Highest occupied orbital energy: -8.4100 eV
- Structure (SMILES): CC#CC(N)=S

Geometry as ORCA input:
```
! wB97M-V def2-TZVPD RIJCOSX def2/J DEFGRID3
* xyz 0 1
C 2.267 -0.677 -0.002
C 0.890 -0.295 -0.008
C -0.273 -0.189 -0.082
C -1.709 -0.031 0.030
H 2.706 -0.774 1.100
H 2.818 0.158 -0.396
H 2.504 -1.599 -0.587
H -1.367 2.015 -0.056
H -3.051 1.466 0.001
N -2.063 1.256 0.003
S -2.721 -1.329 -0.003
*
```

natural (NBO) atomic charge list, values in e, 2 entries:
1 C -0.697
2 C 0.080



Most stable of them? version two.